Entry 1:
114
Properties=species:S:1:pos:R:3:forces:R:3:lowdin_charge:R:1 method="wB97M-V/def2-TZVPD" relative_energy_ev=3.5706 e_homo_ev=-9.086 e_tot_ev=-53477.13155 smiles=COC[C@H](C)N.COC[C@H](C)N.COC[C@H](C)N.COC[C@H](C)N.COC[C@H](C)N.COC[C@H](C)N.CO.CO
C 3.603561 -2.685289 6.383497 1.05 -0.13 -0.64 -0.09
O 3.213520 -2.390432 5.042334 0.50 -0.97 0.12 -0.20
C 3.447240 -1.079563 4.668357 -0.87 1.43 1.52 -0.22
C 2.620598 -0.069823 5.526303 0.28 -0.44 -0.61 -0.43
C 1.144509 -0.463027 5.409369 -1.39 0.09 1.25 -0.06
N 2.897028 1.289798 5.079352 -0.44 0.86 1.36 0.03
H 4.340550 -1.986111 6.835423 -0.33 -0.20 -0.60 0.10
H 4.048753 -3.692150 6.410267 -0.27 0.30 -0.06 0.09
H 2.720971 -2.649482 6.959221 -0.97 -0.13 1.11 0.07
H 4.466819 -0.815830 4.716624 1.61 0.26 0.51 0.11
H 3.224265 -0.932290 3.651517 -0.86 -0.15 -1.50 0.10
H 3.047971 -0.033496 6.526671 -0.43 -0.66 0.36 0.12
H 0.423695 0.173727 6.040687 1.21 -0.86 -0.74 0.10
H 0.864580 -1.537144 5.554994 0.63 0.77 0.37 0.07
H 0.860103 -0.303977 4.386892 -0.16 0.37 -0.76 0.06
H 2.485083 1.469144 4.195099 -0.36 0.03 -1.22 0.05
H 2.382334 1.936518 5.718388 0.75 -0.63 -0.62 0.09
C 4.228301 -3.800469 1.431135 1.56 -0.40 0.60 -0.12
O 3.720118 -3.214801 0.286354 0.35 -0.21 -0.37 -0.16
C 3.879576 -1.849770 0.286727 0.82 1.82 1.59 -0.25
C 3.325490 -1.243940 -0.978694 -1.05 0.65 0.95 -0.45
C 3.863003 -2.000052 -2.143577 1.12 -0.66 -1.25 -0.07
N 3.600326 0.188589 -0.993000 1.15 0.86 -0.15 0.02
H 5.325389 -3.649277 1.671904 -0.84 0.42 -0.73 0.11
H 4.141829 -4.839811 1.269144 -0.24 -1.32 0.02 0.08
H 3.708852 -3.547002 2.336159 -0.60 0.44 0.49 0.06
H 3.506066 -1.440455 1.268601 -0.38 0.02 -1.01 0.13
H 4.961129 -1.508968 0.339577 -0.45 -0.73 -0.27 0.14
H 2.192903 -1.248852 -0.963962 1.03 -0.65 -0.11 0.15
H 4.988322 -2.018101 -2.305604 -1.14 0.45 0.69 0.11
H 3.444480 -1.578332 -3.047184 -0.16 -0.03 -0.42 0.06
H 3.596056 -3.048688 -2.065438 -0.25 -0.12 -0.13 0.07
H 3.330509 0.547897 -1.929455 0.33 -0.10 0.74 0.04
H 4.607372 0.406195 -0.785506 -1.29 -0.38 -0.52 0.11
C -4.345459 -0.407911 3.322429 -0.38 -0.97 0.47 -0.11
O -4.252607 -0.690990 1.948191 -0.04 -1.09 -0.54 -0.21
C -5.296781 -0.338011 1.071619 -1.30 0.77 0.75 -0.21
C -5.182482 -1.030442 -0.308000 -0.96 0.33 0.79 -0.42
C -3.788005 -1.060583 -0.872602 0.29 0.37 -0.68 -0.06
N -6.129682 -0.337714 -1.202221 -0.02 -0.65 -0.88 0.03
H -3.747992 -1.209138 3.803379 -0.37 0.45 -0.02 0.09
H -5.397751 -0.474346 3.745096 1.08 0.30 -0.62 0.10
H -3.843348 0.532396 3.552658 -0.37 0.30 0.10 0.08
H -6.354386 -0.549177 1.479404 1.50 -0.03 -0.30 0.14
H -5.260246 0.759171 1.017843 -0.12 0.11 -0.66 0.12
H -5.626399 -2.031569 -0.130923 0.62 0.23 -0.34 0.14
H -3.511369 -0.040675 -1.170994 0.11 -0.05 0.36 0.07
H -3.750572 -1.616963 -1.804715 -0.27 -0.28 -0.24 0.08
H -3.028176 -1.495026 -0.246369 0.20 -0.03 0.60 0.06
H -5.930735 0.648048 -1.317708 0.32 0.15 0.28 0.04
H -6.015481 -0.702292 -2.166640 -0.22 0.13 0.90 0.08
C -3.221648 6.028450 -5.123942 -0.16 0.52 -1.30 -0.15
O -3.896718 4.912402 -4.672288 -0.14 -0.48 1.46 -0.19
C -3.504115 4.539426 -3.319373 1.12 0.10 -1.46 -0.17
C -4.558889 3.557318 -2.803942 0.80 0.65 0.23 -0.43
C -4.519972 3.484562 -1.267930 0.61 -0.23 -0.71 -0.05
N -4.521526 2.263734 -3.478460 0.50 -0.02 0.29 0.06
H -3.337090 6.934305 -4.545566 -0.46 0.25 0.53 0.09
H -3.573316 6.206852 -6.131711 -0.38 0.28 -0.21 0.09
H -2.168301 5.923355 -5.271897 1.16 -0.65 0.30 0.06
H -2.450721 4.115897 -3.459451 -1.16 0.11 0.71 0.14
H -3.407076 5.457868 -2.707110 -0.26 -0.36 -0.13 0.12
H -5.489608 3.998209 -3.090100 -0.76 0.50 -0.10 0.13
H -5.463674 3.118660 -0.922704 -0.48 -0.49 0.41 0.06
H -4.369883 4.461911 -0.814676 -0.02 0.17 -0.15 0.07
H -3.696243 2.851511 -0.921713 -0.17 -0.11 0.00 0.08
H -4.562436 2.429020 -4.495748 0.24 -0.23 0.75 0.08
H -3.623599 1.840136 -3.213352 -0.39 -0.10 -0.52 0.04
C 1.066092 6.004603 -3.850278 0.49 0.47 -0.03 -0.10
O 1.955167 4.967771 -3.515497 0.39 1.39 -0.09 -0.18
C 1.424650 3.735947 -3.732655 0.86 -1.86 -1.59 -0.24
C 2.461770 2.691514 -3.235273 -1.83 -0.29 -1.82 -0.44
C 3.767741 2.717696 -3.984669 0.54 -0.09 -1.36 -0.06
N 1.962525 1.325377 -3.331724 -1.21 -1.30 0.06 0.02
H 1.708270 6.857323 -3.919324 0.17 0.83 -0.10 0.08
H 0.368408 6.194470 -3.039214 -0.45 -0.17 0.03 0.09
H 0.554850 5.909850 -4.824585 0.12 -0.42 0.35 0.09
H 0.435536 3.698418 -3.270694 -0.14 -0.70 0.11 0.12
H 1.364858 3.530708 -4.847240 -0.53 0.24 0.73 0.14
H 2.591385 2.905180 -2.231904 0.56 0.35 2.27 0.11
H 3.588644 2.213142 -4.999633 0.49 0.30 1.42 0.10
H 4.545357 2.188909 -3.369225 -0.58 0.45 -0.95 0.09
H 4.106588 3.730166 -4.281929 -0.13 -0.43 0.66 0.08
H 1.899592 0.932787 -4.285980 0.17 0.73 0.69 0.09
H 1.045601 1.141581 -2.870030 0.99 0.55 -0.43 0.07
C -0.792953 -3.632538 0.469473 0.00 -0.54 -1.92 -0.14
O 0.294306 -4.372570 1.041522 -2.35 0.99 1.17 -0.17
C -0.013069 -4.302291 2.466741 2.73 -0.80 -0.40 -0.19
C 1.054930 -5.184096 3.128784 -1.27 -0.90 0.79 -0.40
C 0.684365 -6.669045 2.889892 1.64 0.61 -0.19 -0.05
N 1.031157 -4.999337 4.594025 -0.37 0.27 -0.18 0.04
H -1.810494 -4.108397 0.600183 1.10 0.19 -0.02 0.10
H -0.588274 -3.514255 -0.625407 -0.21 -0.34 0.79 0.09
H -0.860088 -2.620901 0.850930 0.10 0.30 0.45 0.05
H 0.103538 -3.269744 2.790980 -0.24 0.24 0.11 0.12
H -0.973860 -4.708255 2.711209 -0.83 0.00 -0.07 0.11
H 2.003032 -4.879845 2.734849 0.63 -0.18 -0.57 0.10
H -0.333324 -6.811258 3.146551 -1.02 -0.16 0.54 0.06
H 1.319946 -7.271064 3.550951 -0.21 -0.15 -0.25 0.07
H 0.791531 -7.007426 1.862055 0.27 0.15 -0.10 0.08
H 1.199091 -4.024184 4.771201 0.13 0.47 0.27 0.03
H 1.780588 -5.491121 5.075098 -0.11 -0.10 -0.39 0.07
C -1.415639 0.616433 -4.163609 0.56 0.97 -0.92 -0.17
O -1.538106 0.818563 -2.760960 -0.27 -0.46 -0.32 -0.15
H -2.278673 0.254832 -4.752218 -0.20 0.09 0.88 0.08
H -1.158182 1.615079 -4.572359 -0.08 -0.59 0.06 0.08
H -0.600301 -0.065743 -4.399127 0.21 -0.03 0.04 0.07
H -1.440584 -0.043892 -2.344748 -0.18 0.04 0.23 0.07
C 0.351459 0.755680 0.540624 0.70 -1.06 0.20 -0.16
O 1.658169 0.833004 1.063407 -0.21 0.65 0.68 -0.14
H -0.345196 1.039238 1.300324 -0.42 0.55 0.48 0.07
H 0.178576 1.314842 -0.365087 0.03 0.43 -0.36 0.06
H 0.144555 -0.293633 0.360261 -0.36 -0.43 -0.44 0.06
H 2.321444 0.813354 0.361647 0.31 -0.19 -0.51 0.01

Entry 2:
7
Properties=species:S:1:pos:R:3:forces:R:3:lowdin_charge:R:1 method="wB97M-V/def2-TZVPD" relative_energy_ev=0.2326 e_homo_ev=-9.689 e_tot_ev=-24245.88282
C 1.303502 1.502962 -1.246580 -0.76 -0.93 -0.63 -1.45
N -0.983461 -0.865000 0.999570 -1.64 0.37 2.04 0.05
S 0.977038 0.552177 -2.435049 0.34 0.22 -0.04 0.70
S 1.427513 2.349600 0.018951 0.40 0.70 0.69 0.75
H -0.790384 -1.592404 1.644823 -0.38 -0.75 1.04 0.00
H -1.791294 -1.124827 0.473898 0.00 -0.10 -0.74 0.01
H -0.142913 -0.822509 0.544387 2.03 0.50 -2.35 -0.05

Entry 3:
16
Properties=species:S:1:pos:R:3:forces:R:3:lowdin_charge:R:1 method="wB97M-V/def2-TZVPD" relative_energy_ev=2.9857 e_homo_ev="-8.265 / -9.255" e_tot_ev=-26747.06413
C -2.722536 1.125924 0.289953 0.63 0.11 -1.43 -0.84
C -0.126482 -1.269937 0.307337 -0.97 3.66 -0.35 -0.05
C 2.257800 -0.136782 0.511448 -1.14 1.52 1.12 -0.12
C 0.827676 -0.052193 -0.164589 2.38 -1.95 -1.36 -0.92
N -3.324822 1.112474 -0.761395 -0.61 0.15 1.64 0.04
O 1.150076 -0.402184 -1.605589 -2.03 -2.97 2.95 -0.14
S 0.247310 1.626068 -0.062984 -0.89 -0.38 0.43 0.71
I -3.405195 1.622962 2.154730 -0.14 0.19 0.75 0.81
H -0.581643 -1.499612 -0.669883 0.00 -0.56 0.67 0.07
H -0.918936 -0.659050 0.905478 1.21 -1.90 -0.50 0.05
H 0.355759 -2.123595 0.817091 -0.21 0.75 -0.30 0.08
H 2.640664 -1.113416 0.314481 0.20 -0.73 0.06 0.06
H 2.182120 0.086496 1.625596 0.18 -0.42 -1.37 0.10
H 2.957729 0.586226 0.052617 -0.45 -0.19 0.24 0.07
H -3.000749 0.791934 -1.633306 0.71 -0.28 -1.16 0.06
H 1.461229 0.304685 -2.080985 1.12 3.00 -1.37 0.01